[1]
{
  "formula": "C16H16ClNO2",
  "method": "ωB97M-V/def2-TZVPD",
  "molar_mass_g_mol": 289.76,
  "homo_energy_ev": -8.87,
  "smiles": "Cc1ccccc1C(=O)NCCOc1ccccc1Cl",
  "e_lumo_ha": 0.0271,
  "total_energy_ha": -1284.74669,
  "homo_lumo_gap_ev": 9.609,
  "relative_energy_kcal_mol": 9.3,
  "species": ["C", "C", "C", "C", "C", "C", "C", "C", "O", "N", "C", "C", "O", "C", "C", "C", "C", "C", "C", "Cl", "H", "H", "H", "H", "H", "H", "H", "H", "H", "H", "H", "H", "H", "H", "H", "H"],
  "coordinates": [[-1.36521, -1.75476, 4.32480], [-0.00619, -1.81653, 3.70173], [0.86679, -2.84799, 4.02359], [2.12313, -2.93438, 3.45131], [2.53203, -1.97881, 2.53752], [1.67425, -0.94921, 2.19788], [0.40712, -0.86079, 2.76705], [-0.47533, 0.28555, 2.39334], [-1.10093, 0.96082, 3.18753], [-0.49254, 0.53984, 1.06085], [-1.31551, 1.57002, 0.47863], [-2.20092, 0.97659, -0.62140], [-1.41847, 0.38080, -1.63573], [-0.71189, 1.16406, -2.49443], [-0.90136, 2.52576, -2.70176], [-0.13741, 3.20712, -3.63489], [0.82797, 2.54919, -4.37332], [1.03536, 1.19358, -4.17725], [0.27620, 0.51372, -3.24566], [0.53602, -1.17408, -2.97808], [-1.45476, -2.48238, 5.12743], [-2.13238, -1.96337, 3.57883], [-1.55290, -0.75838, 4.71700], [0.55510, -3.59479, 4.73992], [2.78446, -3.74430, 3.72191], [3.51390, -2.03365, 2.09177], [2.00142, -0.19001, 1.50130], [-0.03363, -0.08936, 0.41987], [-1.92624, 1.98927, 1.28173], [-0.68082, 2.35989, 0.05797], [-2.79320, 0.15228, -0.21606], [-2.88183, 1.73295, -1.02604], [-1.64956, 3.06484, -2.14246], [-0.30424, 4.26358, -3.77948], [1.42143, 3.08408, -5.09768], [1.78670, 0.66121, -4.73842]]
}



[2]
{
  "formula": "C4H13NS",
  "method": "ωB97M-V/def2-TZVPD",
  "molar_mass_g_mol": 107.22,
  "homo_energy_ev": -4.89,
  "e_lumo_ha": -0.0463,
  "total_energy_ha": -612.98689,
  "homo_lumo_gap_ev": 3.634,
  "relative_energy_kcal_mol": 89.2,
  "species": ["C", "C", "S", "H", "H", "H", "H", "H", "C", "C", "N", "H", "H", "H", "H", "H", "H", "H", "H"],
  "coordinates": [[-2.37187, -0.24652, 0.49717], [-1.61681, -1.12086, 1.46544], [-2.27881, -2.83590, 1.32160], [-2.43806, 0.82218, 0.80726], [-3.43047, -0.53117, 0.49910], [-2.09715, -0.20194, -0.56743], [-1.55259, -0.93068, 2.52888], [-0.54591, -1.29395, 1.16773], [2.39217, 0.52203, 0.14244], [1.11423, 1.01182, -0.46190], [0.78765, 0.36815, -1.78552], [2.30838, -0.50464, 0.50044], [3.35608, 0.64990, -0.35996], [2.72527, 1.01030, 1.07020], [0.36173, 0.70329, 0.27967], [1.15662, 2.07848, -0.68494], [0.71310, -0.65502, -1.72893], [1.52167, 0.54637, -2.47226], [-0.10523, 0.60817, -2.21898]]
}



[3]
{
  "formula": "C16H17N3O4",
  "method": "ωB97M-V/def2-TZVPD",
  "molar_mass_g_mol": 315.33,
  "homo_energy_ev": -8.72,
  "smiles": "O=C(Nc1ccn([C@H]2CC[C@@H](CO)O2)c(=O)n1)c1ccccc1",
  "e_lumo_ha": 0.0122,
  "total_energy_ha": -1085.17026,
  "homo_lumo_gap_ev": 9.052,
  "relative_energy_kcal_mol": 0.0,
  "species": ["O", "C", "N", "C", "C", "C", "N", "C", "C", "C", "C", "C", "O", "O", "C", "O", "N", "C", "C", "C", "C", "C", "C", "H", "H", "H", "H", "H", "H", "H", "H", "H", "H", "H", "H", "H", "H", "H", "H", "H"],
  "coordinates": [[-4.15768, -1.82236, -1.41730], [-3.29586, -1.24216, -0.79629], [-2.06422, -1.83151, -0.60880], [-0.85185, -1.31754, -0.20683], [-0.52441, 0.05747, -0.29468], [0.73701, 0.40025, 0.09278], [1.60338, -0.51617, 0.52834], [2.96749, -0.18694, 0.93525], [3.99253, -0.76563, -0.05601], [5.00897, 0.36290, -0.19415], [4.15764, 1.60754, 0.07002], [3.54449, 2.20384, -1.20811], [2.88622, 1.20711, -1.95629], [3.16810, 1.19585, 1.00370], [1.24855, -1.90052, 0.60499], [2.06409, -2.69016, 1.01796], [0.00268, -2.21814, 0.20673], [-3.52803, 0.07365, -0.14300], [-3.17013, 0.27846, 1.18727], [-3.46601, 1.48101, 1.80206], [-4.11462, 2.48300, 1.09755], [-4.48705, 2.27571, -0.22056], [-4.20726, 1.06959, -0.83710], [-2.03309, -2.82973, -0.79272], [-1.21210, 0.79325, -0.66791], [1.09304, 1.41925, 0.07290], [3.09397, -0.61593, 1.94036], [3.49907, -0.94936, -1.00951], [4.41605, -1.69523, 0.31140], [5.78412, 0.27941, 0.56745], [5.47084, 0.38714, -1.17710], [4.72410, 2.40947, 0.55671], [2.84383, 2.99973, -0.91728], [4.35838, 2.65548, -1.79266], [2.53365, 1.59855, -2.76160], [-2.67462, -0.50678, 1.73923], [-3.19208, 1.63664, 2.83477], [-4.33861, 3.42261, 1.58039], [-5.00357, 3.05155, -0.76573], [-4.50399, 0.88669, -1.85892]]
}



[4]
{
  "formula": "C26H12F6N9O4RhS3Se",
  "method": "ωB97M-V/def2-TZVPD",
  "molar_mass_g_mol": 906.50,
  "total_charge": 2,
  "homo_energy_ev": -14.49,
  "e_lumo_ha": -0.2667,
  "total_energy_ha": -6097.04365,
  "homo_lumo_gap_ev": 7.235,
  "relative_energy_kcal_mol": 7.6,
  "species": ["Rh", "F", "C", "F", "F", "S", "O", "O", "N", "S", "O", "O", "C", "F", "F", "F", "Se", "N", "C", "C", "C", "C", "C", "N", "C", "C", "N", "C", "C", "C", "C", "C", "N", "H", "H", "H", "H", "H", "H", "S", "N", "C", "C", "C", "C", "C", "N", "C", "C", "N", "C", "C", "C", "C", "C", "N", "H", "H", "H", "H", "H", "H"],
  "coordinates": [[0.00190, -0.40933, 0.32567], [1.52223, -2.71542, 5.30801], [1.43241, -1.61011, 4.60136], [2.50325, -0.86082, 4.77858], [0.34446, -0.93328, 4.94372], [1.31751, -2.04546, 2.79181], [0.98215, -0.72189, 2.18997], [2.57272, -2.56000, 2.37169], [0.16316, -3.10722, 2.75095], [-1.13190, -3.07934, 1.87635], [-1.70793, -4.34009, 1.62664], [-0.96230, -2.25530, 0.65188], [-2.33155, -2.18557, 2.98216], [-3.56118, -2.29776, 2.51222], [-2.25329, -2.68242, 4.19633], [-1.99707, -0.88686, 3.02452], [6.12026, 3.85637, -1.43735], [5.72782, 2.13678, -1.65507], [4.54939, 1.92978, -1.12429], [3.92200, 0.62158, -1.06242], [4.55880, -0.56267, -1.45017], [3.91147, -1.76146, -1.22932], [2.63230, -1.75779, -0.68463], [1.98129, -0.64206, -0.38008], [2.63581, 0.54096, -0.51883], [1.98221, 1.71828, 0.03953], [0.79819, 1.47760, 0.64252], [0.31792, 2.39201, 1.47362], [0.90625, 3.64558, 1.61752], [2.04593, 3.95450, 0.90207], [2.63169, 2.95118, 0.12323], [3.91874, 3.07643, -0.53431], [4.59541, 4.19529, -0.58925], [5.55255, -0.52112, -1.87353], [4.38389, -2.70660, -1.45044], [2.14753, -2.69769, -0.43400], [-0.54163, 2.12046, 2.07001], [0.46123, 4.35533, 2.29838], [2.52472, 4.92005, 0.98176], [-5.74383, 0.64628, -4.50339], [-4.37423, -0.18134, -4.66293], [-3.70975, -0.06214, -3.52174], [-2.43878, -0.66554, -3.22171], [-1.78395, -1.56475, -4.06740], [-0.63472, -2.16803, -3.60802], [-0.12423, -1.81516, -2.36446], [-0.68774, -0.89752, -1.58763], [-1.86993, -0.37433, -1.97345], [-2.58652, 0.38906, -0.96329], [-1.99294, 0.51188, 0.25083], [-2.67796, 1.14508, 1.19555], [-3.93743, 1.70052, 1.00678], [-4.54223, 1.59975, -0.22598], [-3.85368, 0.92555, -1.23963], [-4.39401, 0.71457, -2.55830], [-5.56014, 1.17143, -2.99421], [-2.20863, -1.80351, -5.03171], [-0.11803, -2.91528, -4.19066], [0.76032, -2.30959, -1.99568], [-2.23384, 1.20123, 2.18407], [-4.42367, 2.18925, 1.83704], [-5.52244, 2.01070, -0.42090]]
}



[5]
{
  "formula": "Cu2H14O27S5Zn2",
  "method": "ωB97M-V/def2-TZVPD",
  "molar_mass_g_mol": 864.29,
  "total_charge": -2,
  "homo_energy_ev": [-3.25, -3.24],
  "e_lumo_ha": [0.0720, 0.0720],
  "total_energy_ha": -10870.75849,
  "homo_lumo_gap_ev": [5.212, 5.194],
  "relative_energy_kcal_mol": 0.0,
  "spin_multiplicity": 3,
  "species": ["Zn", "Zn", "Cu", "Cu", "S", "O", "O", "O", "O", "S", "O", "O", "O", "O", "S", "O", "O", "O", "O", "S", "O", "O", "O", "O", "S", "O", "O", "O", "O", "O", "H", "H", "O", "H", "H", "O", "H", "H", "O", "H", "H", "O", "H", "H", "O", "H", "H", "O", "H", "H"],
  "coordinates": [[-2.63247, -0.40813, -0.37959], [3.10599, 0.60600, 0.70624], [0.55377, -1.27354, -3.12170], [0.01956, -3.09403, 1.09794], [2.77420, -2.36583, -0.81791], [1.91052, -3.00666, 0.23922], [3.96716, -3.17272, -0.96911], [2.06811, -2.25441, -2.13750], [3.22364, -0.97494, -0.38019], [-2.88673, -2.23594, 2.44248], [-3.96991, -3.17293, 2.28431], [-2.81823, -1.63263, 3.77677], [-1.55970, -2.94358, 2.18013], [-3.00126, -1.12719, 1.40128], [-2.06202, 0.45836, -3.65091], [-2.25156, 0.17167, -2.19971], [-2.95451, -0.33084, -4.46741], [-2.18425, 1.89077, -3.91837], [-0.58673, 0.06438, -3.95498], [0.05700, 0.10928, 0.00181], [-0.34297, -1.26425, 0.33269], [1.18522, 0.63731, 0.83583], [0.55615, 0.02587, -1.39229], [-1.17610, 0.92285, 0.09544], [-1.72471, -3.28058, -1.59490], [-0.94357, -3.91124, -0.46371], [-2.36140, -4.31588, -2.32099], [-2.68059, -2.27790, -1.09311], [-0.74704, -2.54159, -2.45262], [-3.40495, 1.67646, 2.00730], [-4.30744, 1.51770, 1.70631], [-3.10587, 0.79602, 2.33102], [3.10281, 1.94270, -0.89644], [2.26839, 2.49594, -1.19894], [3.82200, 2.21778, -1.47567], [-0.83930, 3.61626, -0.13022], [-1.35242, 4.08045, 0.54110], [-1.08309, 2.65447, -0.00561], [0.09563, 2.57533, 2.95466], [0.25661, 1.97071, 2.19762], [0.69597, 2.27152, 3.64263], [3.31865, 2.23386, 1.99451], [3.34961, 3.13734, 1.63832], [3.26486, 2.32777, 2.95338], [0.65767, 2.75383, -2.26842], [0.32876, 1.81382, -2.28608], [-0.00755, 3.22890, -1.71172], [3.31437, -0.71075, 2.32082], [3.96552, -1.43277, 2.36608], [3.12224, -0.46898, 3.24019]]
}



[6]
{
  "formula": "C3H10N",
  "method": "ωB97M-V/def2-TZVPD",
  "molar_mass_g_mol": 60.12,
  "total_charge": 1,
  "homo_energy_ev": -13.77,
  "e_lumo_ha": -0.1963,
  "total_energy_ha": -174.69915,
  "homo_lumo_gap_ev": 8.426,
  "relative_energy_kcal_mol": 70.5,
  "species": ["C", "H", "H", "H", "H", "C", "C", "N", "H", "H", "H", "H", "H", "H"],
  "coordinates": [[2.45662, 4.83782, -0.13553], [1.46165, 5.16844, -0.54577], [2.82372, 5.58403, 0.48855], [2.96446, 4.39830, -1.01159], [2.44727, 4.05750, 0.74751], [-0.57076, -2.43484, 0.96804], [-1.90482, -3.20606, -1.02671], [-1.72912, -2.49935, 0.00606], [-1.19747, -2.20911, 1.81112], [-0.04411, -1.51247, 0.55789], [-0.08888, -3.39646, 0.67869], [-1.20774, -4.07938, -1.19939], [-2.77480, -2.79810, -1.65211], [-2.63602, -1.91031, 0.31324]]
}